Version w
Molecular formula: C2H4N4OS
Method: DFT, ωB97M-V with the def2-TZVPD basis set

Geometry (Å):
C -0.34530 -0.76240 1.09422
C -0.03975 0.33536 0.32750
H -0.52355 1.22966 -2.20625
H 1.06437 0.86915 -2.16237
H -0.63808 -1.76946 2.62765
H 1.51773 1.93264 0.93363
N 0.14015 0.47086 -2.15277
N -0.06985 -0.17447 -0.94713
N -0.37131 -1.46435 -0.94886
N -0.53513 -1.83843 0.29420
O -0.44446 -0.84293 2.42589
S 0.24518 2.01436 0.71429

* Kohn-Sham gap: 9.672 eV
* SMILES string: Nn1nnc(O)c1S

=====

Version x
Molecular formula: C2H4N4OS
Method: DFT, ωB97M-V with the def2-TZVPD basis set

Geometry (Å):
C -0.61802 0.10472 -1.00156
C 0.83223 0.77543 0.53167
H -0.62757 -1.28929 1.79402
H 0.56874 -2.04188 0.96194
H -1.44661 -1.54884 -1.09420
H 0.96992 2.59681 -0.62852
N -0.30198 -1.49624 0.84600
N -0.01170 -0.25148 0.19255
N -0.36000 1.31453 -1.36879
N 0.60067 1.69641 -0.46995
O -1.48215 -0.70298 -1.58939
S 1.87646 0.84281 1.82624

* Kohn-Sham gap: 8.610 eV
* SMILES string: Nn1c(O)n[nH]c1=S

=====

We find version x to be the most stable, with the next structure 1.041 eV higher.

=====

Version w
Molecular formula: C3H4ClFN2
Method: DFT, ωB97M-V with the def2-TZVPD basis set

Geometry (Å):
C -0.83226 0.86042 -0.16441
C -0.19058 -0.48122 0.14027
C -0.67432 -1.62234 -0.33931
H 1.62677 1.61302 0.15452
H 1.25340 3.03268 -0.61040
H -1.89994 0.83944 -0.23901
H -0.25557 -2.59949 -0.04709
N 1.03885 2.06436 -0.59112
N -0.29067 1.88613 -0.64498
F -1.68877 -1.65057 -1.18082
Cl 1.14235 -0.48383 1.30605

* Kohn-Sham gap: 9.656 eV
* SMILES string: N/N=C\C(Cl)=C/F

=====

Version x
Molecular formula: C3H4ClFN2
Method: DFT, ωB97M-V with the def2-TZVPD basis set

Geometry (Å):
C 1.00361 0.50061 0.01579
C -0.34086 0.44032 0.03100
C -2.55637 -0.55053 0.06142
H -0.77756 1.40535 -0.12306
H -0.75915 -1.62142 0.39435
H -3.08227 -1.49933 0.27386
H -4.11425 0.51804 -0.25205
N -1.15674 -0.69536 0.08912
N -3.08720 0.60218 -0.14171
F 1.70081 1.62555 0.08603
Cl 2.02913 -0.88958 -0.07933

* Kohn-Sham gap: 9.120 eV
* SMILES string: [H]/N=C/N/C=C(/F)Cl

=====

Version y
Molecular formula: C3H4ClFN2
Method: DFT, ωB97M-V with the def2-TZVPD basis set

Geometry (Å):
C 1.48173 0.04492 -0.22345
C 0.32998 0.93752 -0.43679
C -0.95423 0.53457 -0.31554
H 2.42303 1.02904 1.44856
H 3.64374 -0.22785 0.23517
H 1.85642 -1.89208 -0.17323
H 0.58236 1.91825 -0.63908
N 2.72781 0.51761 0.50019
N 1.22861 -1.11618 -0.51484
F -1.92437 1.49109 0.12253
Cl -1.41330 -1.12701 0.23430

* Kohn-Sham gap: 9.467 eV
* SMILES string: [H]/N=C(N)/C=C(/F)Cl

=====

We find version x to be the most stable, with the next structure 1.181 eV higher.

=====

Version w
Molecular formula: C4H17N2O2
Method: DFT, ωB97M-V with the def2-TZVPD basis set

Geometry (Å):
N -1.16995 -1.56846 -1.59305
C -2.06779 -0.75641 -0.82819
C -1.51432 -0.40715 0.55903
N -0.04822 -0.39943 0.65820
C 0.48228 1.02790 0.54226
C 1.97307 1.05209 0.20813
H 0.49506 -0.87855 -0.06017
H -1.21072 -1.36601 -2.55970
H -1.20935 -2.53816 -1.34745
H -2.36645 0.16751 -1.32816
H -3.09337 -1.09985 -0.62578
H -1.86723 -1.19903 1.23681
H -2.02552 0.40777 1.06396
H 0.22028 -0.68891 1.59986
H 0.21770 1.54697 1.45398
H 0.03899 1.45065 -0.35290
H 2.67101 0.75130 0.98162
H 2.07670 0.46051 -0.70440
H 2.22418 2.07126 -0.05433
H 0.89392 0.83476 -2.69405
H -0.29123 1.47090 -3.40837
O 0.05756 1.28645 -2.53406
H 1.39022 -0.94375 3.62964
H 2.64289 -0.37445 3.04371
O 1.69191 -0.20213 3.08852

* Kohn-Sham gap: 10.639 eV
* net charge: +1

=====

Version x
Molecular formula: C4H17N2O2
Method: DFT, ωB97M-V with the def2-TZVPD basis set

Geometry (Å):
C 0.27420 1.82286 -1.11018
N 1.34220 2.83099 -0.88363
C 0.79430 0.44274 -0.77886
N -0.35136 -0.51826 -0.78429
C -0.13551 -2.01292 -0.40309
C 1.07644 -2.10702 0.48492
H -0.57665 2.04574 -0.44840
H -0.08352 1.83726 -2.13558
H 0.97463 3.56688 -0.34786
H 1.59964 3.20181 -1.75624
H 1.70033 0.07371 -1.36711
H 1.15256 0.36710 0.40760
H -1.07547 -0.06894 -0.17847
H -0.83321 -0.47401 -1.77159
H 0.11232 -2.68153 -1.32785
H -1.00345 -2.45478 0.03717
H 0.60632 -2.34391 1.52438
H 1.74309 -3.10933 0.16925
H 1.79169 -1.12510 0.60998
H -2.41830 -1.30852 1.40245
H -3.37461 -0.02641 1.02002
O -2.63784 -0.57805 0.83539
H 0.35574 1.18456 2.65020
H -0.98811 0.54691 2.20408
O -0.04545 0.88822 1.94770

* Kohn-Sham gap: 10.001 eV
* net charge: +1

=====

We find version w to be the most stable, with the next structure 2.140 eV higher.

=====

Version w
Molecular formula: C3H7NS2
Method: DFT, ωB97M-V with the def2-TZVPD basis set

Geometry (Å):
C -0.96553 -1.04368 -1.80525
C 0.11511 -1.24060 -0.77070
C 0.37742 0.99234 0.32050
H -0.98664 0.01277 -2.11415
H -1.96025 -1.25206 -1.34262
H -0.73657 -1.76648 -2.60972
H 1.11769 -1.09097 -1.25080
H 0.03541 -2.20410 -0.24065
H -1.87641 -0.77579 1.77017
H -0.04281 1.51353 1.23948
N 0.00958 -0.29287 0.37218
S -0.56634 -0.96266 1.80695
S 1.01763 1.92296 -0.83972

* Kohn-Sham gap: 9.078 eV
* SMILES string: CCN(S)C=S

=====

Version x
Molecular formula: C3H7NS2
Method: DFT, ωB97M-V with the def2-TZVPD basis set

Geometry (Å):
C 2.42099 0.27831 0.08352
C 0.87899 0.58178 -0.21551
C -1.76480 -0.24222 -0.15879
H 3.00628 -0.28586 -0.63881
H 2.55766 -0.22957 1.05462
H 3.09643 1.14504 0.11607
H 0.47315 1.13843 0.66125
H 0.81026 1.10337 -1.20194
H -2.71084 -2.11609 0.43326
H -3.78254 -0.78892 0.14902
N -2.78383 -1.10189 -0.03480
S -0.10011 -0.89877 -0.18652
S -2.10163 1.41638 -0.06137

* Kohn-Sham gap: 8.784 eV
* SMILES string: CCSC(N)=S

=====

Version y
Molecular formula: C3H7NS2
Method: DFT, ωB97M-V with the def2-TZVPD basis set

Geometry (Å):
C 0.08064 2.95325 1.60229
C -0.28469 0.61611 -0.00598
C 0.28274 -2.76622 -1.18354
H 0.83417 3.53901 2.33387
H -0.57235 3.47832 0.88355
H -0.77698 2.54412 2.44715
H -1.25884 0.86316 0.25227
H 0.16345 -3.72515 -1.87883
H 0.77071 -2.98627 -0.22655
H 1.14396 -2.15012 -1.82590
N 0.03727 -0.63299 -0.40870
S 0.94789 1.70890 0.60712
S -1.01271 -1.83084 -0.70720

* Kohn-Sham gap: 8.275 eV
* SMILES string: CS/C=N/SC

=====

We find version x to be the most stable, with the next structure 0.359 eV higher.

=====

Version w
Molecular formula: C5H12NO
Method: DFT, ωB97M-V with the def2-TZVPD basis set

Geometry (Å):
C -0.26385 -0.19524 -0.02430
C 1.35232 0.18800 -0.12699
C 2.58849 -0.63982 -0.54699
C -2.92628 -0.07396 -0.14124
C -1.56435 0.65883 -0.05261
N 0.62822 -0.32265 1.12650
O 1.56658 1.55535 -0.03091
H -0.44930 -1.18131 -0.59513
H 2.41324 -1.73920 -0.36936
H 3.55630 -0.52581 -0.09172
H 2.65591 -0.51449 -1.68863
H -3.40002 -0.49375 0.81133
H -3.03736 -0.95885 -0.78309
H -3.77069 0.53958 -0.49577
H -1.72460 1.26264 0.82023
H -1.48267 1.29700 -1.04655
H 0.56732 0.44937 1.79978
H 0.85864 -1.16778 1.64417
H 2.43210 1.86208 -0.20873

* Kohn-Sham gap: 11.785 eV
* net charge: +1
* SMILES string: CC[C@@H]1[NH2+][C@]1(C)O

=====

Version x
Molecular formula: C5H12NO
Method: DFT, ωB97M-V with the def2-TZVPD basis set

Geometry (Å):
C 1.77674 0.96725 0.83578
C 2.12428 -0.40527 0.25250
C 0.68913 0.17721 0.37775
C -0.33851 -0.51696 1.27205
C -2.82694 -0.52015 -1.17049
N -0.00364 0.56338 -0.93725
O -2.57320 0.37341 -0.46535
H 1.91613 1.01080 1.95312
H 2.09219 1.80925 0.27479
H 2.60225 -0.33195 -0.71293
H 2.53036 -1.23315 0.81702
H -0.90633 0.24910 1.77942
H 0.13548 -1.22580 1.90798
H -1.13709 -1.04854 0.73443
H -1.97256 -1.26401 -1.39296
H -3.69367 -0.69140 -1.81432
H -1.04091 0.66997 -0.96064
H 0.18830 -0.08982 -1.65185
H 0.43798 1.50668 -1.09905

* Kohn-Sham gap: 10.939 eV
* net charge: +1

=====

We find version w to be the most stable, with the next structure 0.062 eV higher.